C28H39Cl2EuN4O4 as an isolated structure at a distorted geometry. Source: OMol25; level of theory: ωB97M-V/def2-TZVPD.

```
78
C28H39Cl2EuN4O4 | OMol25 | ωB97M-V/def2-TZVPD
O -0.3674 1.1061 -2.7276
C -1.2198 1.2789 -3.5974
C -0.7840 1.7630 -4.9124
C 0.4157 2.5149 -4.9385
H 0.9705 2.6655 -4.0089
C 0.8864 3.0426 -6.1383
H 1.8175 3.6313 -6.1421
C 0.1521 2.8188 -7.3101
H 0.5165 3.2361 -8.2504
C -1.0087 2.0174 -7.3179
H -1.5473 1.8145 -8.2530
C -1.4930 1.5129 -6.1029
H -2.3741 0.8725 -6.0530
H -2.2745 0.9952 -3.4332
C -3.1285 2.6606 -1.7112
C -2.7318 1.3859 -1.1173
H -3.9627 3.1551 -1.1710
H -3.4551 2.5274 -2.7554
H -2.2560 3.3290 -1.7337
C -2.9916 0.7808 0.0271
C -4.0435 1.2225 1.0556
H -2.4526 -0.1221 0.3415
H -4.5752 2.1073 0.6827
H -3.5875 1.4851 2.0179
H -4.7836 0.4324 1.2139
Eu 0.4704 -0.2425 -1.0931
Cl 1.9494 2.0221 -0.7603
Cl -0.5783 -1.8323 -3.1350
H 4.1446 0.3671 -4.0252
H 5.6805 1.4769 -2.3736
C 3.4288 0.2871 -3.1984
C 5.0782 1.1336 -1.5260
N 4.1799 0.0509 -1.9575
H 2.7286 -0.5483 -3.3674
C 3.6824 -0.8051 -1.0558
O 2.6006 -1.4388 -1.1993
H 5.7480 0.7855 -0.7268
H 4.2911 -0.8978 -0.1368
H 2.8739 1.2308 -3.0878
H 4.4787 1.9820 -1.1516
H -1.6276 -5.2920 1.4027
H -0.6329 -6.1319 -1.0743
C -2.0473 -4.4593 0.8188
C -1.2053 -5.2519 -1.4014
N -1.2241 -4.2327 -0.3626
H -2.0812 -3.5582 1.4363
C -0.5470 -3.1031 -0.5106
O -0.7721 -2.0372 0.1306
H -0.7469 -4.8386 -2.3117
H 0.2131 -3.1423 -1.3209
H -3.0567 -4.7408 0.4997
H -2.2356 -5.5686 -1.6093
C 1.4590 0.4183 5.9273
N 1.3620 0.7766 4.5383
N 0.4240 0.2325 3.7165
C 0.6882 0.6221 2.4013
O 0.0241 0.2128 1.4245
C 1.8487 1.4611 2.5043
C 2.2196 1.5407 3.8219
C 3.3098 2.3150 4.4860
C -0.6220 -0.6325 4.1603
C -1.4131 -0.1935 5.2216
C -2.4056 -1.0291 5.7336
C -2.5839 -2.3115 5.1913
C -1.8169 -2.7343 4.0960
C -0.8595 -1.8743 3.5469
H 0.6008 0.7989 6.4822
H 2.3685 0.8804 6.3168
H 1.5229 -0.6657 6.0737
H 2.3297 1.8834 1.6396
H 2.9318 2.9890 5.2700
H 4.0945 1.6965 4.9478
H 3.8109 2.9457 3.7395
H -1.2383 0.7891 5.6637
H -3.0187 -0.6862 6.5721
H -3.3144 -3.0110 5.6173
H -1.9568 -3.7281 3.6711
H -0.2800 -2.1442 2.6691
```

Results
Total charge: -1
Lowest unoccupied orbital energy (alpha / beta) in eV: 2.2 / 2.2
HOMO-LUMO gap (alpha / beta) in eV: 3.16 / 3.14
Energy in eV: -88194.016
2S+1: 8
HOMO level (alpha / beta) in eV: -1.009 / -0.989
Expectation value of S²: 15.7595